# 1
Density functional theory data (ωB97M-V/def2-TZVPD) for an isolated molecule of C23H29N3O8S.

The SMILES is O=C(COC(=O)[C@@H]1C[C@@H](O)CN1S(=O)(=O)c1ccc([N+](=O)[O-])cc1)N[C@]12C[C@H]3C[C@H](C[C@H](C3)C1)C2. The total charge is 0. As for the HOMO-LUMO gap: 8.621 eV. The value obtained for the total energy is -56005.821 eV.

Geometry (Å):
S -2.54456 0.67516 0.07420
O -3.36734 0.76408 -1.09340
O -5.12929 -2.84165 1.91605
O -1.12657 0.98624 2.59036
O -1.31225 -0.06746 -0.04854
O -0.40077 -1.13836 2.55811
O 3.03253 -1.44383 1.93461
O -2.27187 6.89484 2.29674
O -0.27114 6.71663 1.53915
N -3.47500 0.06572 1.34133
N -1.37755 6.28049 1.76116
N 1.44844 -0.71652 0.47326
C -0.64512 4.17271 0.75392
C -0.91329 2.87226 0.36867
C -2.17213 2.34711 0.59579
C -2.70754 -0.77633 2.24836
C -1.65411 4.91801 1.35169
C 3.51429 -0.21267 -0.77001
C -4.61762 -0.73514 0.93612
C 3.36799 0.09240 -3.24713
C 3.12212 -2.66903 -2.31596
C 4.46465 -1.94014 -2.30004
C 2.25801 -2.13295 -3.45658
C -1.32301 -0.19819 2.45979
C 2.40668 -2.44379 -0.98549
C -2.77947 -2.17617 1.63285
C -2.92190 4.39060 1.56856
C -4.20705 -2.22159 1.05236
C -3.18096 3.08915 1.18093
C 2.02498 -0.63648 -3.25532
C 1.31120 -0.40118 -1.92422
C 4.22628 -0.44408 -2.10236
C 1.92126 -1.02466 1.68381
C 0.94103 -0.74089 2.84002
C 2.16852 -0.94396 -0.78129
H -3.22076 -0.76228 3.22011
H 5.08466 -2.32574 -1.48872
H 1.27411 -1.31136 3.71034
H -4.21794 -2.71473 0.07208
H 2.75618 -2.30488 -4.41327
H -2.61149 -2.95854 2.37020
H 0.47454 -0.45630 0.37155
H -4.14638 2.63651 1.33564
H 3.29029 -3.74241 -2.45761
H -5.44387 -0.55815 1.62967
H 1.30068 -2.65837 -3.47790
H -4.93517 -3.78360 1.97314
H 1.44732 -2.96717 -0.97717
H 3.20893 1.16595 -3.12326
H 0.96231 0.33082 3.06865
H 4.99295 -2.11211 -3.24051
H 0.32658 4.61944 0.60667
H 1.14217 0.66855 -1.77881
H 4.12158 -0.58812 0.05325
H 3.34731 0.85524 -0.61028
H -4.90861 -0.44508 -0.07088
H 3.87975 -0.06205 -4.19958
H -2.03710 -2.25835 0.84019
H -0.15811 2.25245 -0.08662
H 5.18794 0.08029 -2.08992
H 0.33559 -0.89141 -1.92102
H 1.40232 -0.25014 -4.06989
H 3.01107 -2.82331 -0.16069
H -3.67624 5.00450 2.03717

These are the Löwdin partial charges, in e, on atoms 1 to 5: S 0.741; O -0.253; O -0.020; O 0.116; O -0.285



# 2
Density functional theory data (ωB97M-V/def2-TZVPD) for a cluster of 2 separate species, C3H7N2S in total.

The total charge is +1. As for the HOMO-LUMO gap: 5.710 eV. The value obtained for the total energy is -17030.531 eV.

Geometry (Å):
S 0.29453 -0.61863 -1.17701
N -0.22984 1.47885 2.11339
N 0.56379 -2.77364 -2.65094
C -1.16723 2.39452 2.19471
C 1.15174 -2.83945 -3.73183
C 0.32962 -2.32290 -1.49843
H 0.67257 1.63914 2.55882
H -0.38665 0.50404 1.79040
H -2.21685 2.20109 1.85387
H 2.25131 -2.68989 -3.75911
H 0.66563 -3.18624 -4.60858
H -0.80688 3.35710 2.48294
H 0.00774 -3.04659 -0.73047

These are the Löwdin partial charges, in e, on atoms 1 to 5: S 0.414; N 0.193; N -0.045; C 0.197; C 0.078



The energy above the lowest of the compared OMol25 structures with the same formula, charge and spin results, record by record, are as follows: 75.11 70.11 kcal per mole.